No. 1
19
Properties=species:S:1:pos:R:3:mulliken_charge:R:1 method="wB97M-V/def2-TZVPD" e_lumo_ev=0.5 energy_ha=-964.0430 orbital_gap_ev=9.9 molar_mass_g_mol=137.686 relative_energy_kcal_mol=54.66
C -1.272 -1.481 0.655 -1.52
C 1.020 -2.246 -0.470 -1.08
C -0.143 3.236 -0.217 -0.93
C -0.151 -1.198 -0.378 0.40
N -0.427 1.808 0.045 -0.18
Si 0.644 0.555 -0.328 0.44
Cl 2.240 0.555 1.912 -0.53
H -2.036 -0.785 0.646 0.44
H -1.642 -2.463 0.469 0.42
H -0.868 -1.503 1.704 0.33
H 1.384 -2.075 -1.560 0.30
H 0.671 -3.333 -0.371 0.29
H 1.902 -2.049 0.160 0.30
H 0.640 3.325 -0.850 0.33
H -0.994 3.850 -0.661 0.28
H 0.159 3.800 0.621 0.34
H -0.600 -1.265 -1.426 0.19
H -0.934 1.702 1.001 0.28
H 1.652 0.897 -1.358 -0.11


No. 2
38
Properties=species:S:1:pos:R:3:mulliken_charge:R:1 method="wB97M-V/def2-TZVPD" e_lumo_ev="2.5 / 2.5" spin_multiplicity=3 energy_ha=-2966.2832 total_charge=-1 orbital_gap_ev="4.6 / 4.6" molar_mass_g_mol=460.089 relative_energy_kcal_mol=27.94
Tm -0.020 -1.541 0.125 -0.57
Cl -2.087 -1.395 1.495 -0.59
Cl 2.049 -2.339 -1.084 -0.59
C -1.159 -2.762 -1.279 -0.50
H -0.490 -3.564 -1.814 0.09
H -2.156 -3.244 -1.079 0.17
C -0.492 0.352 -1.332 0.02
C -1.088 -1.096 -1.807 1.37
H 0.063 0.890 -0.522 -0.23
C -2.609 -0.891 -2.272 -0.87
H -0.506 -1.316 -2.873 -0.05
C -2.747 0.260 -3.222 -0.62
H -3.150 -1.773 -2.667 0.35
H -3.117 -0.701 -1.324 0.26
C -2.165 1.545 -2.590 -0.60
H -2.213 0.053 -4.166 0.29
H -3.797 0.458 -3.474 0.32
C -0.655 1.395 -2.330 -1.05
H -2.316 2.377 -3.248 0.40
H -2.697 1.755 -1.628 0.21
H -0.134 1.044 -3.222 0.22
H -0.240 2.387 -2.112 0.36
C 3.905 2.001 2.690 -0.70
O 2.766 1.117 2.813 -0.28
P 1.661 0.901 1.590 0.36
O 1.415 -0.794 1.674 0.19
C 2.494 -1.624 2.107 -0.69
O 0.296 1.487 2.220 -0.20
C -0.296 1.039 3.447 -0.41
H 4.048 2.503 3.659 0.24
H 3.785 2.768 1.920 0.36
H 4.800 1.423 2.464 0.27
H 2.329 -2.574 1.604 0.32
H 3.472 -1.235 1.798 0.28
H 2.441 -1.764 3.198 0.26
H -0.938 0.161 3.257 0.14
H 0.464 0.816 4.217 0.26
H -0.916 1.881 3.767 0.22


No. 3
20
Properties=species:S:1:pos:R:3:mulliken_charge:R:1 method="wB97M-V/def2-TZVPD" e_lumo_ev=-10.4 energy_ha=-855.9104 total_charge=+1 orbital_gap_ev=3.6 molar_mass_g_mol=372.484 relative_energy_kcal_mol=48.38
Tl -1.507 -1.275 -1.706 1.21
O -3.107 -2.010 -3.570 -0.46
H -4.043 -2.083 -3.834 0.32
O 1.619 -3.352 1.194 -0.40
C 0.793 -2.830 0.304 0.91
O 1.108 -2.746 -0.902 -0.58
O -0.353 -2.386 0.636 -0.40
H 2.407 -3.446 0.615 0.35
C -1.782 2.824 0.670 -0.65
O -0.405 2.689 1.026 -0.31
C 0.216 1.585 0.653 0.75
O -0.292 0.686 0.019 -0.50
O 1.454 1.667 1.084 -0.30
C 2.383 0.698 0.585 -0.26
H -2.099 3.674 1.263 0.23
H -2.373 1.951 0.943 0.29
H -1.896 3.004 -0.397 0.30
H 3.225 0.665 1.267 0.27
H 2.750 0.962 -0.406 0.30
H 1.901 -0.278 0.555 -0.07


No. 4
45
Properties=species:S:1:pos:R:3:mulliken_charge:R:1 method="wB97M-V/def2-TZVPD" e_lumo_ev=-4.9 energy_ha=-10273.3667 total_charge=+1 orbital_gap_ev=7.7 molar_mass_g_mol=948.148
C 1.980 -4.792 -2.597 -0.12
C 2.475 -3.751 -2.282 -0.38
N 3.142 -2.754 -1.596 0.21
C 4.490 -2.689 -1.742 -0.11
C 5.220 -1.746 -1.067 -0.54
C 4.572 -0.844 -0.219 -0.09
S 5.482 0.404 0.671 -0.19
C 3.181 -0.912 -0.100 -0.59
C 2.477 -1.881 -0.790 0.60
B 0.865 -1.995 -0.625 0.50
N 0.085 -0.800 -0.899 -0.23
O 0.331 -3.188 -0.204 -0.41
H 1.540 -5.724 -2.873 0.42
H 4.949 -3.409 -2.405 0.43
H 6.294 -1.739 -1.184 0.50
H 5.890 -0.274 1.762 0.21
H 2.660 -0.229 0.553 0.41
H -0.672 -0.667 -0.232 0.02
H -0.267 -0.851 -1.852 0.20
H -0.208 -3.599 -0.888 0.29
C -1.533 -2.518 2.845 0.18
Cl -1.246 -0.963 2.030 -0.08
Cl 0.012 -3.332 3.122 -0.10
Cl -2.327 -2.222 4.387 -0.01
Cl -2.565 -3.529 1.829 -0.11
C -0.446 2.784 0.809 0.19
Cl -0.226 4.192 -0.226 0.02
Cl -1.999 2.011 0.431 -0.10
Cl 0.865 1.629 0.513 -0.06
Cl -0.434 3.276 2.502 -0.09
C -4.706 -3.349 7.849 0.37
Cl -3.596 -3.773 9.154 -0.09
Cl -4.133 -1.879 7.044 -0.09
Cl -4.770 -4.668 6.674 -0.10
Cl -6.316 -3.064 8.508 -0.09
C -1.500 7.749 -2.108 0.33
Cl -1.302 9.271 -2.976 -0.10
Cl 0.089 7.012 -1.840 -0.11
Cl -2.280 8.048 -0.552 -0.09
Cl -2.487 6.636 -3.059 -0.03
C -2.753 3.491 -5.702 0.35
Cl -3.640 1.968 -5.839 -0.10
Cl -3.904 4.821 -5.510 -0.10
Cl -1.679 3.417 -4.298 -0.06
Cl -1.796 3.750 -7.162 -0.09


No. 5
7
Properties=species:S:1:pos:R:3:mulliken_charge:R:1 method="wB97M-V/def2-TZVPD" e_lumo_ev="-10.6 / -10.6" energy_ha=-410.3804 total_charge=+1 orbital_gap_ev="5.5 / 5.5" molar_mass_g_mol=93.018 relative_energy_kcal_mol=59.49
N -0.965 -1.510 0.033 -0.39
N -1.080 -1.725 -1.042 0.95
O -1.175 -2.015 -2.102 -0.45
O 1.477 1.043 1.031 -0.11
O -0.135 1.067 -0.451 0.09
O 0.330 1.568 0.554 0.41
H 1.548 1.571 1.978 0.49


No. 6
94
Properties=species:S:1:pos:R:3:mulliken_charge:R:1 method="wB97M-V/def2-TZVPD" e_lumo_ev="0.3 / 0.2" spin_multiplicity=5 energy_ha=-4309.7518 orbital_gap_ev="7.7 / 8.0" molar_mass_g_mol=1013.336 relative_energy_kcal_mol=4.33
Cr -0.880 0.491 -0.123 1.73
N -1.160 -1.425 -1.140 -0.46
C -0.048 -2.264 -1.634 -0.18
C 0.894 -1.438 -2.497 -0.70
N 1.628 -0.466 -1.691 -0.02
H -1.729 -1.948 -0.479 0.30
H -1.768 -1.188 -1.919 0.12
H -0.428 -3.122 -2.196 0.43
H 0.490 -2.642 -0.764 -0.23
H 0.300 -0.905 -3.243 0.10
H 1.558 -2.108 -3.047 0.53
H 1.448 0.478 -2.014 -0.24
H 2.622 -0.646 -1.690 0.27
O -2.232 -0.371 1.160 -0.15
N -2.841 0.385 2.076 0.41
C -3.901 -0.165 2.710 -0.32
C -4.576 0.512 3.682 -0.91
C -4.140 1.799 4.023 -0.23
C -3.071 2.342 3.365 -1.08
C -2.395 1.638 2.348 0.38
S -1.082 2.298 1.479 -0.49
H -4.141 -1.161 2.371 0.51
H -5.422 0.047 4.166 0.45
H -4.647 2.363 4.795 0.41
H -2.712 3.336 3.591 0.50
C 4.284 0.358 0.780 -1.45
C 4.006 -1.082 1.209 -0.27
C 3.197 -1.188 2.508 -1.28
Sb 1.070 -1.418 2.148 0.56
C 0.360 -0.893 4.096 0.64
C -0.986 -1.133 4.373 -0.58
C -1.535 -0.796 5.603 -0.62
C -0.741 -0.202 6.575 -0.82
C 0.600 0.040 6.313 -0.47
C 1.147 -0.307 5.084 -0.59
C 1.106 -3.546 2.443 0.69
C 1.682 -4.325 1.439 -0.43
C 1.721 -5.709 1.541 -0.76
C 1.167 -6.337 2.648 -0.50
C 0.586 -5.574 3.651 -0.70
C 0.557 -4.188 3.550 -0.28
Sb 2.575 1.703 0.798 0.15
C 3.077 2.657 2.653 0.69
C 2.151 2.585 3.691 -0.51
C 2.437 3.134 4.936 -0.68
C 3.651 3.768 5.152 -0.58
C 4.579 3.853 4.121 -0.71
C 4.293 3.300 2.881 -0.28
C 3.467 3.148 -0.501 0.55
C 4.837 3.242 -0.738 -0.20
C 5.345 4.225 -1.577 -0.78
C 4.485 5.126 -2.192 -0.50
C 3.119 5.037 -1.969 -0.52
C 2.614 4.051 -1.131 -0.62
H 4.705 0.382 -0.229 0.70
H 5.025 0.806 1.448 0.55
H 4.965 -1.593 1.342 0.36
H 3.500 -1.617 0.397 -0.02
H 3.378 -0.314 3.139 0.25
H 3.475 -2.071 3.084 0.68
H -1.610 -1.601 3.617 0.63
H -2.582 -0.993 5.799 0.44
H -1.166 0.069 7.533 0.40
H 1.227 0.500 7.067 0.47
H 2.196 -0.104 4.905 0.35
H 2.118 -3.851 0.562 0.19
H 2.181 -6.296 0.755 0.41
H 1.189 -7.417 2.729 0.37
H 0.155 -6.058 4.519 0.40
H 0.112 -3.607 4.349 0.40
H 1.192 2.105 3.528 0.28
H 1.706 3.066 5.734 0.46
H 3.876 4.198 6.120 0.37
H 5.525 4.356 4.283 0.40
H 5.021 3.385 2.082 0.31
H 5.526 2.545 -0.271 0.35
H 6.412 4.286 -1.752 0.39
H 4.880 5.891 -2.848 0.37
H 2.441 5.727 -2.454 0.43
H 1.542 3.981 -0.979 0.23
C -2.304 1.167 -3.308 -2.01
C -1.189 2.061 -2.745 1.39
O -0.421 1.445 -1.806 0.00
C -1.858 3.333 -2.158 0.30
F -1.000 4.113 -1.499 -0.17
F -2.461 4.096 -3.091 -0.30
F -2.816 2.975 -1.281 -0.29
C -0.269 2.454 -3.928 0.19
F -0.939 2.917 -4.993 -0.31
F 0.638 3.376 -3.607 -0.15
F 0.409 1.373 -4.355 -0.25
H -2.922 0.822 -2.479 0.36
H -1.846 0.309 -3.803 0.35
H -2.938 1.685 -4.025 0.46